(w)
Computed, not measured: the ion C5H11N2O with charge +1, with wB97M-V/def2-TZVPD.

Atoms and positions in Å:
O: -0.977 -1.677 1.597
C: -1.634 -1.248 0.461
C: -0.866 -1.388 -0.915
C: 0.555 -1.100 -0.609
C: 0.614 0.326 0.014
C: 0.958 1.457 -0.659
N: 1.187 2.694 0.073
N: 0.647 0.340 1.424
H: -2.601 -1.717 0.199
H: -1.051 -2.472 -1.140
H: -1.467 -0.751 -1.706
H: 0.844 -1.846 0.240
H: 1.343 -1.109 -1.373
H: 1.078 1.397 -1.721
H: 0.506 3.446 -0.133
H: 2.094 2.972 -0.110
H: 0.663 1.188 2.073
H: -1.849 -0.101 0.494
H: -0.044 -0.412 1.788

total charge: +1
structure (SMILES): [NH2+]=CC(=[NH2+])CCC[O-]
HOMO-LUMO gap: 4.70 eV
HOMO energy: -13.576 eV
LUMO: -8.880 eV

---

(x)
Computed, not measured: a cluster of 2 separate species, C5H11N2O in total, with wB97M-V/def2-TZVPD.

Atoms and positions in Å:
C: -1.413 1.660 -1.221
C: -1.276 0.257 -0.693
C: 0.207 0.213 -0.239
C: 0.743 0.792 0.897
N: 2.147 0.416 0.969
C: 2.346 -0.405 -0.060
N: 1.208 -0.565 -0.840
H: -1.444 2.341 -0.277
H: -2.287 1.876 -1.832
H: -0.576 1.954 -1.885
H: -1.427 -0.494 -1.466
H: -1.850 0.110 0.251
H: 0.357 1.403 1.754
H: 2.875 0.899 1.634
H: 3.314 -0.893 -0.372
H: 0.885 -1.466 -1.238
H: -3.170 -2.340 0.355
H: -3.083 -1.610 1.659
O: -2.590 -1.979 1.050

total charge: +1
HOMO-LUMO gap: 10.33 eV
HOMO energy: -13.849 eV
LUMO: -3.522 eV

---

Most stable of them? (x).

---

(w)
Computed, not measured: a cluster of 5 separate species, C20H25N5 in total, with wB97M-V/def2-TZVPD.

Atoms and positions in Å:
N: 2.396 0.173 2.485
C: 2.932 1.423 2.632
C: 2.539 1.871 3.869
C: 1.629 0.927 4.398
C: 1.587 -0.158 3.539
H: 2.653 -0.459 1.726
H: 3.643 1.802 1.920
H: 2.937 2.750 4.351
H: 1.159 0.968 5.369
H: 1.165 -1.147 3.570
N: -0.731 2.100 2.719
C: -2.078 2.231 2.904
C: -2.621 2.740 1.731
C: -1.551 2.808 0.806
C: -0.395 2.433 1.421
H: -0.068 1.659 3.355
H: -2.562 1.921 3.814
H: -3.627 3.069 1.536
H: -1.771 3.159 -0.191
H: 0.612 2.387 1.047
N: 4.657 -1.195 0.684
C: 4.095 -0.425 -0.291
C: 2.838 -0.945 -0.571
C: 2.682 -2.115 0.224
C: 3.847 -2.262 0.932
H: 5.520 -0.980 1.147
H: 4.580 0.467 -0.651
H: 2.096 -0.607 -1.276
H: 1.814 -2.744 0.318
H: 4.138 -3.040 1.620
N: -1.977 -0.283 0.174
C: -2.851 -1.109 -0.498
C: -2.143 -2.193 -0.936
C: -0.788 -1.958 -0.671
C: -0.726 -0.783 0.056
H: -2.225 0.558 0.678
H: -3.907 -0.897 -0.498
H: -2.585 -3.002 -1.499
H: 0.086 -2.572 -0.821
H: 0.127 -0.395 0.591
N: -2.167 -0.811 -4.202
C: -3.180 -1.581 -4.690
C: -3.535 -1.045 -5.913
C: -2.774 0.128 -6.110
C: -1.846 0.178 -5.090
H: -1.810 -1.011 -3.279
H: -3.619 -2.362 -4.094
H: -4.352 -1.326 -6.558
H: -2.766 0.778 -6.968
H: -1.074 0.876 -4.810

total charge: 0
structure (SMILES): c1cc[nH]c1.c1cc[nH]c1.c1cc[nH]c1.c1cc[nH]c1.c1cc[nH]c1
HOMO-LUMO gap: 8.42 eV
HOMO energy: -7.885 eV
LUMO: 0.530 eV

---

(x)
Computed, not measured: a cluster of 5 separate species, C20H25N5 in total, with wB97M-V/def2-TZVPD.

Atoms and positions in Å:
N: 19.416 14.639 14.873
C: 20.227 15.149 15.836
C: 19.453 16.103 16.661
C: 18.084 16.253 15.931
C: 18.131 14.971 14.962
H: 19.819 13.829 14.138
H: 21.256 14.881 15.973
H: 19.851 16.741 17.332
H: 17.265 17.043 16.077
H: 17.433 14.711 14.171
N: 13.082 20.568 11.422
C: 14.413 20.520 10.919
C: 14.736 19.276 10.293
C: 13.399 18.540 10.455
C: 12.423 19.320 11.187
H: 12.663 21.399 11.945
H: 14.828 21.325 10.919
H: 15.679 18.796 9.806
H: 13.329 17.653 10.155
H: 11.457 19.003 11.489
N: 26.135 18.025 8.508
C: 25.303 19.062 8.575
C: 24.646 18.983 9.970
C: 25.096 17.791 10.577
C: 26.191 17.187 9.702
H: 26.836 17.762 7.800
H: 25.042 19.765 7.711
H: 23.800 19.468 10.346
H: 24.804 17.169 11.529
H: 26.735 16.279 9.835
N: 19.296 20.362 14.354
C: 19.473 19.918 15.688
C: 19.283 21.142 16.606
C: 19.035 22.296 15.601
C: 19.112 21.667 14.200
H: 19.322 19.594 13.596
H: 19.298 18.809 15.668
H: 19.177 21.032 17.678
H: 18.740 23.203 15.933
H: 18.890 22.153 13.140
N: 19.572 17.303 13.159
C: 20.810 17.843 12.572
C: 20.375 18.828 11.468
C: 18.904 18.795 11.397
C: 18.448 17.798 12.600
H: 19.709 16.594 13.829
H: 21.860 17.451 13.051
H: 21.026 19.287 10.722
H: 18.089 19.295 10.868
H: 17.498 17.634 13.177

total charge: 0
structure (SMILES): c1cc[nH]c1.c1cc[nH]c1.c1cc[nH]c1.c1cc[nH]c1.c1cc[nH]c1
HOMO-LUMO gap: 7.70 eV
HOMO energy: -7.303 eV
LUMO: 0.397 eV

---

Most stable of them? (w).

---

(w)
Computed, not measured: an isolated molecule of C7H15NO, with wB97M-V/def2-TZVPD.

Atoms and positions in Å:
C: -0.067 -0.440 -2.336
C: 0.553 0.219 -1.127
N: 1.638 1.042 -1.489
C: 0.835 -0.690 0.056
O: 0.667 -2.056 -0.222
H: 0.546 -2.524 0.610
H: 1.398 1.712 -2.209
H: 2.074 1.507 -0.702
H: 1.821 -0.501 0.499
H: -0.884 -1.086 -2.036
H: 0.692 -1.047 -2.829
H: -0.434 0.314 -3.031
C: 0.198 0.760 2.150
C: -1.491 -0.875 1.254
C: -0.387 0.107 0.910
C: -0.707 1.052 -0.219
H: -1.155 -1.602 1.996
H: -2.343 -0.329 1.660
H: -0.572 1.354 2.645
H: 0.578 0.013 2.846
H: 1.016 1.432 1.890
H: -1.823 -1.413 0.368
H: -1.699 0.958 -0.651
H: -0.455 2.094 -0.036

total charge: 0
structure (SMILES): CC1(C)C[C@@](C)(N)[C@@H]1O
HOMO-LUMO gap: 9.00 eV
HOMO energy: -8.216 eV
LUMO: 0.784 eV

---

(x)
Computed, not measured: a cluster of 2 separate species, C7H15NO in total, with wB97M-V/def2-TZVPD.

Atoms and positions in Å:
C: 0.881 -1.349 0.339
C: 2.406 -1.405 0.234
C: 0.778 1.291 1.129
C: 0.479 0.369 -0.021
C: 0.655 0.746 -1.291
O: 0.271 -2.214 -0.438
H: -1.020 -1.849 -0.672
H: 0.553 -1.365 1.399
H: 2.735 -2.368 0.628
H: 2.697 -1.343 -0.812
H: 2.900 -0.612 0.796
H: 0.854 2.333 0.812
H: 0.010 1.222 1.904
H: 1.721 1.023 1.610
H: 0.969 1.745 -1.576
H: 0.465 0.045 -2.097
C: -2.353 1.270 -0.157
C: -1.734 -0.072 0.094
N: -1.938 -1.095 -0.712
H: -2.185 -0.849 -1.665
H: -1.583 -0.348 1.134
H: -2.397 1.492 -1.224
H: -3.371 1.275 0.242
H: -1.795 2.057 0.345

total charge: 0
HOMO-LUMO gap (alpha / beta): 8.23 / 8.23 eV
HOMO energy (alpha / beta): -8.290 / -8.290 eV
LUMO (alpha / beta): -0.058 / -0.058 eV

---

Most stable of them? (w).